# 1
{"formula": "C2H10NO", "method": "wB97M-V/def2-TZVPD", "species": ["O", "N", "C", "C", "H", "H", "H", "H", "H", "H", "H", "H", "H", "H"], "coordinates": [[-0.95, -0.89, 1.06], [0.99, -0.29, -0.82], [1.80, 0.94, -1.08], [-2.23, -0.18, 1.21], [-2.29, 0.13, 0.13], [2.85, 0.73, -1.35], [1.09, -0.99, -1.57], [-2.03, 0.77, 1.73], [-2.98, -0.88, 1.57], [-0.63, -1.20, 1.92], [1.18, -0.83, 0.03], [1.93, 1.46, -0.07], [-0.02, -0.14, -0.80], [1.31, 1.37, -1.96]], "lumo_energy_ev": -3.646, "homo_ev": -14.859, "e_above_lowest_kj_mol": 134.6, "total_energy_ha": -211.9072, "total_charge": 1}

=====

# 2
{"formula": "C9H16N4O2", "method": "wB97M-V/def2-TZVPD", "species": ["O", "O", "N", "N", "N", "N", "C", "C", "C", "C", "C", "C", "C", "C", "C", "H", "H", "H", "H", "H", "H", "H", "H", "H", "H", "H", "H", "H", "H", "H", "H"], "coordinates": [[1.05, 2.24, -0.94], [0.16, -2.28, 0.02], [1.21, 0.64, 1.70], [0.25, 1.18, -0.75], [-0.12, -1.08, -0.61], [0.02, 1.18, 1.58], [1.62, -0.23, 0.77], [1.82, -0.32, -1.86], [3.17, -0.28, 0.84], [-1.29, -0.52, 0.05], [0.88, -0.05, -0.67], [-0.70, 1.09, 0.32], [-1.80, -1.24, 1.36], [-2.41, -0.56, -0.96], [-1.80, 2.11, 0.20], [-2.50, 0.29, -1.54], [-1.57, 3.15, 0.74], [3.56, 0.73, 0.35], [1.05, -0.44, -2.62], [1.30, -1.43, 0.85], [-2.22, -1.41, -1.57], [-3.36, -0.75, -0.53], [3.78, -1.09, 0.23], [-2.00, 2.36, -0.89], [-1.27, -2.07, 1.68], [2.38, 0.70, -1.98], [-1.72, -0.56, 2.26], [-2.82, -1.64, 1.18], [2.55, -1.10, -1.65], [3.53, -0.45, 1.81], [-2.73, 1.84, 0.62]], "lumo_energy_ev": [6.077, 6.077], "homo_ev": [1.764, 1.765], "e_above_lowest_kj_mol": 0.0, "total_energy_ha": -721.7010, "smiles": "C[C@H]1N=N[C@@]2(C)N([O-])[C@]1(C)N([O-])C2(C)C", "total_charge": -2}

=====

# 3
{"formula": "C40H51F10NO32", "method": "wB97M-V/def2-TZVPD", "species": ["F", "F", "F", "F", "F", "F", "F", "F", "F", "F", "O", "O", "O", "O", "O", "O", "O", "O", "O", "O", "O", "O", "O", "O", "O", "O", "O", "O", "O", "O", "O", "O", "O", "O", "O", "O", "O", "O", "O", "O", "O", "O", "N", "C", "C", "C", "C", "C", "C", "C", "C", "C", "C", "C", "C", "C", "C", "C", "C", "C", "C", "C", "C", "C", "C", "C", "C", "C", "C", "C", "C", "C", "C", "C", "C", "C", "C", "C", "C", "C", "C", "C", "C", "H", "H", "H", "H", "H", "H", "H", "H", "H", "H", "H", "H", "H", "H", "H", "H", "H", "H", "H", "H", "H", "H", "H", "H", "H", "H", "H", "H", "H", "H", "H", "H", "H", "H", "H", "H", "H", "H", "H", "H", "H", "H", "H", "H", "H", "H", "H", "H", "H", "H", "H"], "coordinates": [[-0.19, 6.87, 1.54], [-6.84, -0.07, 5.45], [-6.89, -3.14, 3.19], [7.72, -4.02, -5.14], [5.66, -7.63, -0.20], [7.46, 3.81, -5.83], [11.75, -1.34, 1.73], [-7.72, 0.13, -3.33], [-8.00, 3.76, 6.14], [-2.50, 4.58, 3.32], [-11.07, 0.36, 6.80], [-9.68, 2.17, -1.35], [-8.00, -2.83, 1.24], [5.91, -4.31, -3.80], [4.65, -4.31, -1.93], [-5.73, 1.92, 1.89], [4.28, -9.24, -0.99], [2.60, -10.20, -2.15], [10.75, -2.67, -2.39], [1.96, 4.17, 1.41], [-4.98, 3.88, 1.09], [3.86, 0.44, -3.60], [-3.91, 2.91, 2.77], [-8.40, 2.29, -3.18], [6.47, -3.00, -2.09], [3.47, -8.23, -2.80], [-6.32, 5.19, 5.74], [-9.65, 4.07, -2.56], [-6.11, 4.97, 3.53], [5.99, 0.76, -6.48], [7.45, 1.68, -5.07], [-9.24, -1.06, 1.75], [-9.28, -0.52, 7.84], [6.72, -0.43, -4.73], [11.57, -1.81, -0.47], [-0.23, 4.62, 1.38], [-9.02, 0.47, 5.85], [9.43, -2.42, -0.58], [-9.61, -2.16, -0.19], [-4.57, 6.14, 4.69], [0.49, 2.52, 0.99], [2.66, -0.27, -5.35], [1.88, 2.99, -1.84], [10.60, -2.34, -1.27], [5.58, -3.91, -2.54], [0.71, -2.70, -0.27], [0.39, 5.73, 2.00], [-7.72, 0.34, 6.42], [6.72, 0.57, -5.37], [-7.21, 4.13, 3.91], [10.94, -1.22, 0.65], [-7.93, -0.74, 7.46], [2.93, 2.44, -2.70], [-9.29, 2.96, -2.38], [-9.13, 0.85, -1.56], [-4.95, 2.82, 1.91], [7.43, 2.52, -6.22], [6.12, 2.13, -6.87], [1.82, 5.59, 1.54], [2.15, -2.92, 0.11], [-8.45, -1.36, 2.91], [4.40, -7.31, -2.20], [-3.99, 4.83, 1.52], [-0.19, -2.21, 0.86], [3.02, -1.68, 0.21], [6.86, -3.37, -4.32], [3.41, 0.44, -1.23], [5.22, -8.24, -1.33], [3.36, -9.31, -2.00], [9.68, -2.05, 0.78], [-9.91, 0.13, 6.84], [0.73, 3.65, 1.23], [-3.04, 3.93, 2.28], [-7.33, -2.19, 2.32], [-5.56, 5.51, 4.66], [-7.57, 4.70, 5.27], [3.30, -0.51, -4.38], [3.27, -1.08, -1.17], [-9.01, -2.02, 0.82], [-0.23, -0.69, 0.90], [3.00, 0.95, -2.57], [-7.96, 1.14, -2.46], [7.53, -2.89, -3.05], [1.98, 6.07, 0.57], [2.69, 2.64, -3.74], [3.51, -1.52, -4.04], [3.97, -2.00, 0.59], [4.47, 0.67, -1.15], [-0.79, -0.32, 0.06], [1.64, 3.90, -2.19], [-6.48, -1.62, 1.95], [0.32, -3.64, -0.61], [6.33, -2.61, -4.87], [2.64, -0.96, 0.91], [8.36, -3.54, -2.76], [0.60, -2.02, -1.11], [-8.02, 4.18, 3.19], [10.77, -0.16, 0.45], [-6.87, 3.10, 4.00], [-7.40, 1.30, 6.82], [-7.04, 1.38, -1.94], [2.54, 5.98, 2.26], [0.24, 5.67, 3.08], [6.14, 2.23, -7.96], [-9.05, -1.93, 3.62], [3.87, -6.57, -1.61], [2.61, -3.54, -0.64], [2.87, 0.95, -0.46], [-9.87, 0.22, -2.05], [-7.82, -1.74, 7.02], [-8.09, -0.45, 3.39], [2.20, -3.50, 1.02], [8.32, 2.31, -6.82], [-1.18, -2.54, 0.63], [4.15, -1.53, -1.57], [7.89, -1.87, -3.12], [-8.86, 0.40, -0.61], [1.05, 2.44, -1.98], [-4.46, 5.56, 2.17], [-8.28, 5.52, 5.25], [1.99, 0.59, -2.75], [8.84, -1.50, 1.19], [5.29, 2.71, -6.47], [-3.53, 5.33, 0.67], [0.09, -2.62, 1.81], [4.98, -6.80, -2.96], [-0.63, -0.30, 1.81], [2.45, -1.36, -1.82], [6.07, -8.70, -1.83], [-2.26, 3.48, 1.67], [-7.26, -0.65, 8.31], [0.77, -0.32, 0.77], [9.86, -2.94, 1.37], [3.88, 2.91, -2.51]], "lumo_energy_ev": 0.165, "homo_ev": -9.884, "total_energy_ha": -5016.0277, "smiles": "CCCCCCC[C@@H](CN)OC=O.O=C1OC[C@@H](F)O1.O=C1OC[C@@H](F)O1.O=C1OC[C@@H](F)O1.O=C1OC[C@@H](F)O1.O=C1OC[C@@H](F)O1.O=C1OC[C@@H](F)O1.O=C1OC[C@@H](F)O1.O=C1OC[C@@H](F)O1.O=C1OC[C@@H](F)O1.O=C1OC[C@@H](F)O1"}

=====

# 4
{"formula": "C28H84N7O11P", "method": "wB97M-V/def2-TZVPD", "species": ["P", "O", "O", "O", "O", "O", "O", "O", "O", "O", "O", "O", "N", "N", "N", "N", "N", "N", "N", "C", "C", "C", "C", "C", "C", "C", "C", "C", "C", "C", "C", "C", "C", "C", "C", "C", "C", "C", "C", "C", "C", "C", "C", "C", "C", "C", "C", "H", "H", "H", "H", "H", "H", "H", "H", "H", "H", "H", "H", "H", "H", "H", "H", "H", "H", "H", "H", "H", "H", "H", "H", "H", "H", "H", "H", "H", "H", "H", "H", "H", "H", "H", "H", "H", "H", "H", "H", "H", "H", "H", "H", "H", "H", "H", "H", "H", "H", "H", "H", "H", "H", "H", "H", "H", "H", "H", "H", "H", "H", "H", "H", "H", "H", "H", "H", "H", "H", "H", "H", "H", "H", "H", "H", "H", "H", "H", "H", "H", "H", "H", "H"], "coordinates": [[0.08, 0.39, 0.46], [3.45, 5.05, 5.93], [-0.18, 1.53, 1.46], [-3.39, 5.30, -2.07], [-1.03, -0.70, 0.30], [-5.08, -1.87, 5.94], [3.56, 3.17, -4.24], [4.34, -3.57, -1.38], [0.22, -7.68, 1.00], [-3.69, -2.99, -5.52], [0.41, 1.02, -0.94], [1.20, -0.41, 1.14], [2.15, 4.48, -1.94], [2.79, 3.15, 3.87], [-3.15, -0.78, 4.00], [4.53, -0.47, -1.08], [-1.91, -1.45, -3.78], [-3.46, 4.02, 0.54], [-0.06, -4.79, 0.55], [5.21, -4.73, -1.58], [2.44, 5.49, 6.84], [-4.59, 4.66, -1.59], [6.60, -1.81, -1.05], [-4.27, -3.86, -6.52], [3.89, 3.64, 6.08], [-2.89, -0.80, -4.86], [-3.69, 6.57, -2.67], [4.58, -2.52, -2.32], [-3.19, -1.77, -5.99], [2.40, 3.92, -4.37], [3.76, 1.15, 5.06], [-4.11, 3.48, -0.75], [-1.19, -5.75, 1.09], [-2.80, -1.81, 5.04], [3.12, 2.59, 5.25], [-2.64, -5.16, 0.67], [-1.31, -1.73, 5.37], [-5.57, -3.12, 6.34], [5.48, -1.31, -1.90], [4.46, 3.22, -5.38], [-5.16, 2.41, -0.39], [0.45, -9.04, 0.76], [2.15, 5.05, -3.38], [-3.75, -1.75, 6.29], [3.09, 6.30, -3.41], [-0.97, -7.15, 0.52], [-2.40, 0.62, -5.30], [2.99, 0.49, 4.67], [5.80, -0.64, -2.70], [7.03, -0.98, -0.49], [-0.70, -1.94, 4.49], [-4.14, 4.36, 1.21], [0.94, -9.13, -0.20], [-5.78, -3.24, 7.41], [1.16, 5.50, -3.42], [-0.18, -3.80, 0.71], [-2.78, 7.18, -2.68], [4.71, 1.16, 4.52], [2.77, 5.04, 7.78], [-1.55, 0.37, -5.93], [1.68, 5.12, -1.32], [2.57, 6.56, 7.00], [-4.07, 6.65, -3.69], [1.68, 3.59, -1.83], [2.72, 7.05, -2.71], [-2.81, 0.12, 4.32], [2.10, 2.53, 5.63], [-5.70, 2.70, 0.51], [-3.87, -0.69, -4.39], [-2.78, -0.94, 3.08], [3.09, 4.38, -1.58], [-6.47, -3.27, 5.76], [-4.93, -4.56, -6.01], [1.44, 5.14, 6.56], [1.25, -9.38, 1.42], [2.15, 2.54, 3.38], [6.24, -4.64, -1.93], [4.82, -2.93, -3.30], [-2.34, -2.03, -6.61], [-1.75, -2.44, -3.90], [2.23, 4.30, -5.38], [4.10, 6.03, -3.10], [-2.08, 1.33, -4.54], [4.06, 0.69, 6.00], [-5.71, 1.99, -1.23], [7.36, -2.24, -1.71], [5.26, -5.25, -0.62], [3.87, 3.44, 7.16], [-0.89, -2.21, 6.26], [2.14, 3.92, 3.84], [3.02, 6.55, -4.47], [6.33, -2.57, -0.31], [-4.96, -3.98, 6.07], [-4.88, -3.39, -7.29], [-3.55, -4.52, -7.00], [4.69, 4.24, -5.67], [-2.92, 4.84, 0.31], [-3.92, -1.25, -6.61], [-3.61, -0.81, 6.82], [3.64, 3.26, 3.34], [5.37, 2.67, -5.11], [-3.25, 2.96, -1.17], [-2.93, -4.12, 0.82], [-4.16, -0.72, 3.96], [-0.90, -7.11, -0.57], [-2.83, -5.30, -0.39], [0.06, -4.80, -0.46], [-5.33, 5.35, -1.18], [-1.20, -0.67, 5.60], [4.88, 3.50, 5.65], [-1.89, -7.67, 0.76], [-3.50, -2.52, 7.03], [-3.10, 1.13, -5.97], [0.85, -4.93, 0.94], [3.98, -0.93, -0.37], [1.66, 3.15, -4.19], [-2.23, -1.30, -2.83], [-5.06, 4.10, -2.40], [-0.43, -9.62, 1.03], [3.75, -0.08, -1.59], [3.99, 2.70, -6.22], [3.57, -2.18, -2.55], [5.08, 0.31, -0.74], [-4.42, 7.18, -2.14], [-2.70, 3.38, 0.70], [-1.13, -5.75, 2.17], [-3.17, -2.64, 4.44], [-1.00, -1.01, -3.74], [4.68, -5.42, -2.24], [-3.47, -5.70, 1.12], [-4.49, 1.62, -0.06]], "lumo_energy_ev": -7.600, "homo_ev": -11.954, "e_above_lowest_kj_mol": 1069.7, "total_energy_ha": -2667.9308, "total_charge": 4}

=====

# 5
{"formula": "C4H13ClN4", "method": "wB97M-V/def2-TZVPD", "species": ["Cl", "N", "N", "N", "N", "C", "C", "C", "C", "H", "H", "H", "H", "H", "H", "H", "H", "H", "H", "H", "H", "H"], "coordinates": [[-2.37, 1.92, -1.15], [-0.85, -1.51, 0.25], [0.73, 0.90, -0.82], [1.62, 2.01, -0.85], [-1.83, 1.18, 1.29], [0.52, -1.46, -0.35], [-1.88, -0.65, -0.39], [-1.91, 0.80, 0.02], [1.27, -0.17, -0.04], [2.53, 1.75, -1.27], [1.83, 2.42, 0.08], [-1.17, -2.48, 0.18], [1.20, 2.74, -1.45], [-2.87, -1.08, -0.18], [1.24, 0.04, 1.05], [-2.00, 2.16, 1.52], [0.43, -1.56, -1.43], [-1.73, -0.69, -1.47], [2.33, -0.35, -0.29], [-0.77, -1.29, 1.25], [1.09, -2.30, 0.04], [-1.84, 0.54, 2.07]], "lumo_energy_ev": [-8.685, -8.684], "homo_ev": [-15.166, -15.166], "e_above_lowest_kj_mol": 193.6, "total_energy_ha": -838.7027, "total_charge": 2}

=====

# 6
{"formula": "CHFNPS2", "method": "wB97M-V/def2-TZVPD", "species": ["S", "S", "P", "F", "N", "C", "H"], "coordinates": [[-1.98, 0.49, 0.06], [-0.01, -2.36, 0.41], [-0.19, -0.52, 0.13], [0.65, -0.35, -1.81], [2.02, 0.93, 1.28], [1.03, 0.55, 0.81], [-1.52, 1.26, -0.87]], "lumo_energy_ev": -1.757, "homo_ev": -10.848, "e_above_lowest_kj_mol": 138.2, "total_energy_ha": -1331.0197}

=====

# 7
{"formula": "C5H10NO", "method": "wB97M-V/def2-TZVPD", "species": ["O", "N", "C", "C", "C", "C", "C", "H", "H", "H", "H", "H", "H", "H", "H", "H", "H"], "coordinates": [[2.34, 1.53, -2.28], [-0.98, 0.42, 1.88], [-1.01, -1.89, 1.35], [-0.56, -0.24, -0.48], [0.91, 0.12, -0.85], [-0.83, -0.62, 0.95], [1.16, 1.45, -1.63], [-1.30, 0.49, -0.83], [-1.05, -2.10, 2.41], [-0.84, -1.11, -1.08], [-0.84, -2.68, 0.64], [0.27, 1.54, -2.31], [1.51, 0.16, 0.06], [-0.65, 0.15, 2.79], [1.25, -0.75, -1.42], [1.09, 2.25, -0.86], [-0.47, 1.27, 1.66]], "lumo_energy_ev": 3.727, "homo_ev": -2.282, "e_above_lowest_kj_mol": 44.0, "total_energy_ha": -326.4686, "smiles": "C=C(N)CCC[O-]", "total_charge": -1}

=====

# 8
{"formula": "C7H19O2PTl", "method": "wB97M-V/def2-TZVPD", "species": ["Tl", "P", "O", "O", "C", "C", "C", "C", "C", "C", "C", "H", "H", "H", "H", "H", "H", "H", "H", "H", "H", "H", "H", "H", "H", "H", "H", "H", "H", "H"], "coordinates": [[-0.16, 0.28, 0.06], [0.14, 0.07, -2.50], [-2.87, -1.22, 0.26], [0.00, 0.00, 2.23], [1.10, -0.71, 4.12], [-1.41, -0.33, -3.20], [0.00, 0.01, 3.51], [-1.83, -0.81, 0.16], [-1.11, 0.71, 4.12], [0.54, 1.77, -2.91], [1.40, -0.98, -3.08], [-0.23, 2.46, -2.57], [1.50, 2.07, -2.47], [-2.21, 0.33, -2.86], [0.97, -0.62, 5.17], [-2.06, 0.27, 3.82], [1.17, -2.03, -2.88], [2.38, -0.74, -2.65], [1.10, -1.76, 3.83], [-1.26, -0.22, -4.27], [-1.10, 1.76, 3.82], [0.60, 1.76, -4.00], [0.85, -1.38, 0.69], [-1.69, -1.37, -2.97], [-0.97, 0.62, 5.17], [2.06, -0.27, 3.83], [1.56, 0.79, 0.00], [0.84, -1.47, -0.09], [1.42, -0.80, -4.16], [-0.73, 1.81, -0.17]], "lumo_energy_ev": -3.507, "homo_ev": -11.014, "total_energy_ha": -941.9204, "total_charge": 1}

=====

no.,molecular weight (g/mol)
1,64.1
2,212.3
3,1247.8
4,726.0
5,152.6
6,141.1
7,100.1
8,370.6